# 1
{
  "formula": "C6H12O3",
  "method": "the ωB97M-V functional and the def2-TZVPD basis",
  "elements": ["C", "C", "C", "C", "H", "H", "H", "H", "H", "H", "O", "C", "O", "H", "H", "C", "O", "H", "H", "H", "H"],
  "coordinates": [[1.8168, -0.4115, -2.3442], [0.6143, -0.5066, -1.7883], [-0.3051, 0.5995, -1.5551], [0.0239, 1.8854, -1.5188], [2.2157, 0.5273, -2.6936], [2.4417, -1.2765, -2.4868], [0.2386, -1.4776, -1.4857], [-1.3294, 0.2993, -1.3660], [1.0369, 2.2244, -1.6717], [-0.7102, 2.6529, -1.3417], [-1.9772, -1.5837, 0.3329], [-1.5516, -1.7848, 1.4272], [-0.6649, -2.7376, 1.6999], [-1.9055, -1.2265, 2.3159], [-0.3134, -2.6800, 2.5962], [-0.0507, 1.1946, 1.8537], [0.3849, -0.1151, 1.5722], [0.6838, 1.9380, 1.5331], [-0.1745, 1.2627, 2.9339], [-1.0071, 1.4072, 1.3667], [0.5332, -0.1916, 0.6200]],
  "forces_ev_per_a": [[-0.008, -0.064, 0.022], [0.233, -0.358, -0.105], [-0.348, 0.274, 0.059], [-0.011, 0.018, -0.042], [0.015, 0.185, -0.072], [0.071, -0.174, 0.028], [0.049, -0.103, -0.008], [-0.063, 0.088, 0.008], [0.192, 0.001, 0.023], [-0.184, 0.085, 0.021], [-0.026, -0.132, -0.419], [-0.422, 0.515, 0.797], [0.356, -0.677, -0.307], [0.127, -0.129, -0.150], [-0.182, 0.239, -0.016], [-0.070, 0.216, 0.020], [0.310, -0.196, -0.034], [-0.056, 0.051, 0.039], [-0.003, 0.051, -0.009], [0.000, 0.070, 0.043], [0.022, 0.040, 0.101]],
  "max_force_ev_per_a": 1.039,
  "homo_lumo_gap_ev": 9.8,
  "e_lumo_ev": 0.7,
  "relative_energy_kcal_mol": 59.6,
  "molar_mass_g_mol": 132.2,
  "total_charge": 0,
  "smiles": "C=CC=C.O=CO.CO"
}

---

# 2
{
  "formula": "C3H4N4O",
  "method": "the ωB97M-V functional and the def2-TZVPD basis",
  "elements": ["C", "C", "C", "N", "N", "N", "N", "O", "H", "H", "H", "H"],
  "coordinates": [[-1.4556, 1.1814, -0.0333], [-0.3324, 0.3455, 0.0797], [-0.8304, -0.9670, 0.1310], [-2.1490, -0.9459, 0.1130], [1.0273, 0.6575, -0.0744], [1.4644, -1.6610, 0.0911], [1.7951, -0.4837, -0.3017], [-2.5648, 0.3551, 0.0011], [-1.6899, 2.2345, -0.2621], [1.3668, 1.4231, 0.4369], [1.2664, -1.6126, 1.1157], [2.1021, -0.5268, -1.2971]],
  "forces_ev_per_a": [[0.482, -1.826, -0.110], [-1.417, 1.942, -0.832], [-1.090, 0.697, 0.150], [1.066, -1.173, -0.081], [-1.410, -0.755, -0.416], [-1.399, -0.362, 2.234], [1.521, 0.734, -2.365], [1.192, 0.881, 0.139], [0.486, -0.813, 0.391], [1.078, 0.522, 0.884], [-0.111, -0.124, -0.983], [-0.398, 0.276, 0.987]],
  "max_force_ev_per_a": 2.906,
  "homo_lumo_gap_ev": [8.5, 7.6],
  "e_lumo_ev": [-0.4, -1.0],
  "relative_energy_kcal_mol": 176.0,
  "molar_mass_g_mol": 112.1,
  "total_charge": 0
}

---

# 3
{
  "formula": "C2H5N3S",
  "method": "the ωB97M-V functional and the def2-TZVPD basis",
  "elements": ["H", "N", "C", "N", "C", "N", "S", "H", "H", "H", "H"],
  "coordinates": [[-0.4461, -1.3782, 1.0185], [-1.3518, -1.3727, 0.5761], [-1.4880, -0.4594, -0.3037], [-0.4931, 0.5225, -0.6922], [0.4586, 1.0314, 0.2423], [1.5031, 0.4933, 0.6804], [1.9168, -0.8256, -0.3960], [-2.3822, -0.2936, -0.9230], [-1.0114, 1.2613, -1.1105], [0.1710, 1.9909, 0.7367], [3.1231, -0.9699, 0.1715]],
  "forces_ev_per_a": [[0.435, 0.140, 0.130], [-1.165, 0.919, -1.409], [1.597, -0.348, 0.821], [-0.156, -0.464, 0.588], [-1.987, 1.452, 1.281], [0.520, -0.962, -1.689], [0.571, -0.193, 0.805], [0.166, -0.509, 0.468], [-0.040, 0.780, -0.493], [0.104, -0.643, -0.426], [-0.047, -0.171, -0.076]],
  "max_force_ev_per_a": 2.774,
  "homo_lumo_gap_ev": 9.8,
  "e_lumo_ev": 0.7,
  "relative_energy_kcal_mol": 47.0,
  "molar_mass_g_mol": 103.2,
  "total_charge": 0,
  "smiles": "[H]/N=C\\N/C=N\\S"
}

---

# 4
{
  "formula": "C28H29N3RuSi",
  "method": "the ωB97M-V functional and the def2-TZVPD basis",
  "elements": ["C", "C", "C", "H", "C", "C", "H", "H", "H", "H", "Ru", "C", "H", "H", "H", "Si", "C", "C", "H", "C", "H", "C", "H", "C", "H", "C", "H", "C", "C", "H", "C", "H", "C", "H", "C", "H", "C", "H", "H", "H", "N", "C", "C", "C", "C", "C", "N", "C", "C", "C", "C", "C", "N", "H", "H", "H", "H", "H", "H", "H", "H", "H"],
  "coordinates": [[1.2535, 1.8180, 0.8755], [0.2450, 2.3170, -0.0158], [-0.9919, 2.4083, 0.7140], [0.4174, 2.6802, -1.0130], [-0.6937, 2.0963, 2.0998], [0.7018, 1.8015, 2.2037], [1.2766, 1.6165, 3.1154], [2.2636, 1.5545, 0.5884], [-1.9587, 2.6962, 0.3164], [-1.4326, 2.1108, 2.8996], [-0.3779, 0.3532, 0.5735], [-1.1611, -1.3378, -2.0164], [-2.0689, -0.8602, -1.7243], [-1.0330, -2.2434, -1.4224], [-1.3222, -1.6130, -3.0706], [0.1902, -0.1364, -1.7992], [1.9872, 0.0677, -2.4636], [2.6870, 1.2790, -2.4893], [2.1925, 2.2234, -2.2268], [4.0333, 1.3113, -2.8857], [4.5766, 2.2639, -2.8740], [4.6681, 0.1302, -3.2899], [5.7125, 0.1535, -3.5869], [3.9747, -1.0832, -3.2996], [4.4498, -2.0154, -3.6027], [2.6403, -1.1028, -2.9223], [2.1306, -2.0688, -3.0143], [-0.8864, 1.2280, -2.7045], [-0.4690, 1.7210, -3.9398], [0.5308, 1.4865, -4.3122], [-1.3181, 2.5310, -4.7126], [-0.9591, 2.9800, -5.6483], [-2.6177, 2.8248, -4.2581], [-3.2659, 3.5036, -4.8297], [-3.0623, 2.3006, -3.0413], [-4.0598, 2.5339, -2.6606], [-2.1815, 1.5294, -2.2754], [-2.5529, 1.1318, -1.3308], [0.8464, -0.5044, -0.0506], [0.7472, -1.4926, -2.1321], [0.7153, -1.9263, 2.8008], [0.3566, -1.0800, 3.8638], [1.1847, -1.0091, 5.0105], [0.7337, -0.2375, 6.0875], [-0.4911, 0.4240, 5.9550], [-1.2008, 0.3235, 4.7641], [-0.7836, -0.4128, 3.7350], [-0.3322, -2.4399, 2.0045], [-0.6762, -3.7857, 2.1110], [-1.8602, -4.2229, 1.5263], [-2.6812, -3.2823, 0.9056], [-2.2549, -1.9666, 0.8062], [-1.0323, -1.5917, 1.2349], [1.3646, -2.6458, 3.1054], [2.1121, -1.6108, 4.9918], [1.3327, -0.1913, 6.9984], [-0.8776, 1.0475, 6.7411], [-2.1447, 0.8308, 4.6111], [0.0279, -4.4277, 2.6309], [-2.1369, -5.2709, 1.5636], [-3.6147, -3.5589, 0.4292], [-2.8536, -1.1596, 0.3498]],
  "forces_ev_per_a": [[-0.308, 0.672, 0.933], [-0.534, 0.296, 0.120], [0.380, 0.666, 0.535], [-0.035, -0.065, -0.123], [0.261, 0.128, -1.019], [0.020, -0.111, -0.618], [-0.433, -0.242, -0.407], [-0.062, 0.233, 0.143], [0.290, 0.273, 0.178], [0.393, -0.069, -0.270], [0.704, -1.822, 0.500], [-1.391, -2.203, -0.935], [-0.930, 0.355, 0.431], [-0.068, 0.032, -0.206], [0.301, -0.049, 0.196], [0.652, 2.763, 0.846], [-0.013, -0.251, -0.560], [0.350, 0.222, 0.008], [0.259, -0.395, 0.014], [-0.255, -0.120, -0.023], [-0.228, -0.468, -0.083], [-0.048, 0.072, 0.246], [-0.143, 0.036, 0.040], [0.005, 0.428, -0.074], [-0.011, 0.336, -0.019], [0.227, 0.221, 0.050], [0.049, 0.382, 0.208], [1.732, -0.872, -0.536], [-0.147, 1.428, -1.575], [-0.298, 0.129, 0.122], [1.945, -0.721, 0.060], [-0.212, -0.413, 0.361], [-0.929, 0.526, 0.242], [0.340, -0.362, 0.224], [0.318, -0.614, 0.991], [0.336, -0.159, -0.231], [-2.786, 1.168, 0.060], [0.208, 0.201, -0.096], [-0.014, 0.075, -0.236], [0.501, -1.799, 0.047], [0.102, -0.439, -0.841], [-0.118, 0.520, 1.050], [-0.322, -0.197, -0.525], [0.252, -0.529, -0.742], [0.021, 0.204, -0.223], [0.637, -0.290, 0.473], [0.177, -0.320, 0.117], [0.214, 0.037, 0.460], [-0.171, 0.110, -0.421], [0.543, 0.161, -0.020], [-0.230, 0.442, -0.296], [0.169, -0.396, -0.184], [-0.460, 0.663, 0.670], [-0.123, 0.167, -0.203], [-0.534, 0.573, 0.382], [-0.285, 0.104, -0.245], [-0.047, 0.023, 0.237], [-0.065, 0.078, 0.204], [-0.402, -0.140, 0.074], [-0.036, 0.129, 0.030], [-0.006, -0.040, 0.293], [0.259, -0.767, 0.162]],
  "max_force_ev_per_a": 3.022,
  "spin_multiplicity": 5,
  "homo_lumo_gap_ev": [7.5, 3.3],
  "e_lumo_ev": [-6.0, -10.3],
  "relative_energy_kcal_mol": 74.6,
  "s2": 6.0324,
  "molar_mass_g_mol": 536.7,
  "total_charge": 2
}

---

# 5
{
  "formula": "C3H10NOS",
  "method": "the ωB97M-V functional and the def2-TZVPD basis",
  "elements": ["C", "C", "S", "C", "N", "H", "H", "H", "H", "H", "H", "H", "H", "H", "H", "O"],
  "coordinates": [[0.0107, 0.1627, 1.4137], [1.3119, 1.0896, 1.3318], [1.7453, 1.8649, -0.2484], [0.4032, -1.1609, 0.5874], [-0.8772, -1.7457, 0.2164], [-0.8668, 0.6791, 1.0191], [-0.0463, -0.3058, 2.4448], [2.0842, 0.3359, 1.5767], [1.4208, 1.6193, 2.2941], [0.7979, -1.7689, 1.3846], [1.0738, -0.8386, -0.2204], [-1.4448, -1.3170, -0.4934], [-0.9579, -2.7480, 0.1569], [-1.8657, 1.1324, -3.2293], [-1.0333, 1.8205, -4.0319], [-1.7559, 1.1805, -4.2022]],
  "forces_ev_per_a": [[2.888, -0.709, -0.319], [-0.121, -1.872, 1.372], [-0.511, 0.140, 0.301], [-2.227, 2.351, 0.581], [-0.514, -1.041, 0.090], [-0.077, -0.293, 0.252], [-0.701, 1.299, -0.746], [0.195, -0.068, -0.444], [-0.515, 0.996, -0.595], [0.765, -0.569, -0.374], [-0.003, -0.554, 0.136], [0.386, 0.336, -0.147], [0.358, -0.011, -0.184], [-0.911, -0.939, -0.427], [0.076, -0.133, -1.373], [0.914, 1.066, 1.875]],
  "max_force_ev_per_a": 3.290,
  "homo_lumo_gap_ev": 6.1,
  "e_lumo_ev": 3.7,
  "relative_energy_kcal_mol": 40.1,
  "molar_mass_g_mol": 108.2,
  "total_charge": -1
}

---

# 6
{
  "formula": "C4H12NO",
  "method": "the ωB97M-V functional and the def2-TZVPD basis",
  "elements": ["C", "C", "C", "C", "O", "N", "H", "H", "H", "H", "H", "H", "H", "H", "H", "H", "H", "H"],
  "coordinates": [[1.2896, 1.2015, -1.3960], [0.5498, 0.5745, -0.3116], [1.0441, -0.3894, 0.5924], [2.4604, -0.7465, 0.7074], [-1.4796, -0.4845, 1.1905], [-3.0478, 0.0246, -0.7727], [0.6880, 1.1172, -2.2996], [1.4011, 2.2710, -1.2017], [2.2643, 0.7567, -1.5798], [-0.5232, 0.7705, -0.2581], [0.3113, -0.8110, 1.2583], [3.0858, 0.1377, 0.8822], [2.6374, -1.4204, 1.5385], [2.7953, -1.1999, -0.2276], [-2.5497, -0.2441, 0.1162], [-1.9200, -1.1397, 1.7689], [-4.0571, 0.0488, -0.6567], [-2.8773, -0.6059, -1.5522]],
  "forces_ev_per_a": [[0.286, -0.749, -0.129], [-0.837, -0.340, -0.103], [0.558, 0.364, -0.195], [-0.010, 0.567, 0.924], [-0.301, -0.415, 0.289], [-0.240, -0.238, -0.320], [-0.105, 0.223, -0.234], [-0.103, 0.233, 0.057], [0.084, 0.126, 0.078], [0.303, 0.377, 0.334], [-0.348, -0.612, -0.249], [0.058, 0.007, -0.281], [-0.032, -0.229, -0.123], [0.058, -0.061, -0.225], [0.321, 0.473, -0.142], [0.120, 0.231, -0.007], [-0.018, 0.125, 0.170], [0.205, -0.081, 0.155]],
  "max_force_ev_per_a": 1.084,
  "homo_lumo_gap_ev": 4.5,
  "e_lumo_ev": -9.2,
  "relative_energy_kcal_mol": 181.6,
  "molar_mass_g_mol": 90.1,
  "total_charge": 1
}

---

> Number 3 is which compound?

C2H5N3S